A gas-phase ion, C4H11N2 (charge +1) in a non-equilibrium geometry, computed with ωB97M-V/def2-TZVPD.

## Properties
LUMO = -3.64 eV
Energy relative to the best compared isomer or geometry (same formula, charge and spin) = 75.74 kcal per mole
HOMO-LUMO gap = 9.390 eV
DFT total energy = -268.1842 hartree
SMILES string = C[C@]1([NH3+])C[C@@H]1N

The geometry in ORCA input format:
```
! RIJCOSX wB97M-V def2-TZVPD def2/J DEFGRID3
* xyz 1 1
C 0.05 0.68 1.06
C -1.13 0.73 0.17
C 0.19 -0.05 -0.23
C 0.90 -1.42 -0.09
N -2.44 0.16 0.42
N 0.98 0.75 -1.26
H 0.57 1.73 1.16
H -0.04 0.23 1.98
H -1.26 1.56 -0.48
H 1.46 -1.61 -0.94
H 0.13 -2.23 0.05
H 1.61 -1.41 0.73
H -2.59 -0.14 1.37
H -3.22 0.72 0.15
H 2.01 0.37 -0.97
H 0.93 1.75 -1.14
H 0.56 0.61 -2.16
*
```

Here are the natural (NBO) charges for atoms 1 to 6, given in e: -0.4420 0.0094 0.0511 -0.6347 -0.8161 -0.6977